C6H10N5O2 | ωB97M-V/def2-TZVPD

Last column: Löwdin charge in e.
CARTESIAN COORDINATES (ANGSTROEM)
C 2.29703 0.89350 0.27277  0.01
C 1.23072 0.10507 -0.44250  -0.36
N 0.83784 0.61490 -1.72238  0.14
C -0.28816 1.19233 -1.66470  -0.11
N -0.99489 1.18799 -0.46751  -0.14
N -2.38840 1.24461 -0.37453  0.05
C -0.34561 0.44627 0.53775  -0.06
C -0.99096 -0.72791 1.01727  -0.23
O -2.22793 -0.69288 1.35226  0.24
N -0.38267 -1.89490 1.04977  0.28
C 0.77379 -2.25403 0.30142  -0.43
O 0.99394 -3.46592 0.19151  0.11
N 1.45072 -1.31717 -0.41046  0.16
H 2.62155 0.27750 1.08097  0.09
H 1.77768 1.71896 0.62584  0.06
H 3.18072 1.12562 -0.39977  0.13
H -0.84954 1.65468 -2.48791  0.15
H -2.67795 2.21743 -0.13918  0.13
H -2.90592 1.02327 -1.32400  0.17
H 0.14511 0.94164 1.30232  0.13
H -2.73446 0.05693 1.10940  0.10
H -0.88127 -2.61826 1.42493  0.15
H 2.35867 -1.72963 -0.83327  0.23

Results
SMILES = C[C@]12N=CN(N)[C@H]1C(O)=[NH+]C(=O)N2
E = -658.589158 Eh
energy above the lowest of the compared OMol25 structures with the same formula, charge and spin = 1.721 eV
gap between HOMO and LUMO = 9.097 eV
total charge = +1
highest occupied orbital energy = -0.4967 Ha